No. 1
The following is a DFT calculation (ωB97M-V/def2-TZVPD) of a cluster of 14 separate species, C44H124N8O20 in total.

Element x y z (Å)
C 0.561 0.112 5.541
C 1.927 -0.460 5.497
O 2.830 0.561 5.139
O -0.190 0.033 4.362
H 0.565 1.193 5.800
H -0.106 -0.326 6.265
H 1.966 -1.345 4.843
H 2.251 -0.867 6.445
H 3.208 0.422 4.246
H 0.232 0.650 3.737
C 5.167 1.533 3.085
C 5.063 3.069 3.149
O 6.305 3.681 3.515
O 3.916 1.061 2.614
H 5.374 1.193 4.086
H 5.900 1.171 2.362
H 4.134 3.305 3.716
H 4.881 3.373 2.122
H 6.603 3.615 4.423
H 3.961 1.109 1.564
C -1.245 -3.526 5.646
C -1.135 -3.551 4.101
O -0.146 -2.696 3.410
O -1.702 -2.290 6.105
H -0.239 -3.514 6.089
H -1.815 -4.468 5.920
H -2.129 -3.398 3.584
H -0.818 -4.532 3.811
H -0.304 -1.776 3.719
H -2.603 -2.122 5.725
C -1.203 -4.342 -1.762
C 0.137 -4.948 -1.246
O 0.945 -3.854 -0.815
O -1.936 -3.722 -0.695
H -1.829 -5.143 -2.175
H -1.005 -3.586 -2.527
H 0.680 -5.378 -2.093
H -0.112 -5.558 -0.397
H 0.322 -3.238 -0.327
H -1.548 -2.849 -0.387
C 3.788 -3.890 1.530
C 3.571 -5.102 2.421
O 2.300 -5.699 2.182
O 3.569 -4.145 0.209
H 4.806 -3.522 1.670
H 3.097 -3.135 1.913
H 3.771 -4.840 3.471
H 4.286 -5.875 2.102
H 1.648 -5.024 2.409
H 2.685 -4.459 0.076
C -5.487 -2.000 0.684
C -5.071 -3.412 1.136
O -4.929 -3.546 2.574
O -4.390 -1.035 0.799
H -6.373 -1.624 1.249
H -5.783 -2.110 -0.394
H -4.112 -3.651 0.584
H -5.867 -4.013 0.759
H -4.186 -4.143 2.610
H -4.570 -0.735 1.704
C 6.206 -3.910 -4.878
C 5.527 -3.878 -3.550
C 4.056 -4.409 -3.490
O 3.311 -3.337 -4.107
C 1.897 -3.435 -3.898
N 6.284 -4.698 -2.644
H 5.426 -4.124 -5.600
H 6.887 -4.735 -5.027
H 6.658 -3.024 -5.208
H 5.478 -2.812 -3.186
H 3.712 -4.491 -2.460
H 3.869 -5.370 -3.969
H 1.541 -3.273 -2.866
H 1.428 -4.428 -4.179
H 1.392 -2.706 -4.522
H 7.296 -4.746 -2.840
H 6.049 -4.637 -1.680
C 0.964 -0.681 0.649
C -0.591 -0.404 0.779
C -1.110 0.518 -0.328
O -0.325 1.664 -0.287
C -0.656 2.694 -1.274
N -1.394 -1.623 0.786
H 1.282 -1.272 1.518
H 1.471 0.305 0.686
H 1.191 -1.191 -0.281
H -0.824 0.166 1.686
H -2.156 0.728 -0.081
H -1.128 0.113 -1.342
H -1.469 3.366 -0.890
H -1.018 2.248 -2.188
H 0.241 3.334 -1.440
H -2.349 -1.293 0.961
H -1.108 -2.042 1.714
C 1.220 4.598 2.021
C 0.741 3.603 3.115
C -0.779 3.727 3.340
O -1.072 4.962 3.862
C -2.448 5.252 3.973
N 0.961 2.087 2.921
H 0.677 4.386 1.069
H 2.321 4.522 1.853
H 0.949 5.642 2.424
H 1.266 3.827 4.019
H -1.160 2.906 3.964
H -1.189 3.578 2.320
H -2.621 6.286 4.275
H -2.875 4.581 4.683
H -2.940 5.130 3.037
H 0.735 1.860 1.955
H 1.987 2.003 2.980
C 4.286 0.990 -6.832
C 3.952 1.393 -5.385
C 2.905 0.385 -4.778
O 2.640 0.727 -3.454
C 1.956 -0.274 -2.801
N 5.208 1.340 -4.611
H 4.993 1.742 -7.216
H 3.394 0.965 -7.477
H 4.787 0.012 -6.748
H 3.620 2.413 -5.386
H 3.481 -0.557 -4.788
H 1.950 0.251 -5.400
H 0.995 -0.553 -3.244
H 1.901 0.040 -1.770
H 2.529 -1.163 -2.677
H 5.088 1.752 -3.707
H 5.463 0.391 -4.416
C -5.466 3.725 -2.104
C -6.768 3.729 -2.879
C -7.784 4.804 -2.432
O -8.840 4.853 -3.345
C -9.717 5.991 -3.201
N -6.394 3.929 -4.248
H -4.820 2.914 -2.399
H -5.712 3.450 -1.071
H -4.985 4.696 -1.990
H -7.193 2.746 -2.776
H -7.338 5.821 -2.400
H -8.187 4.597 -1.421
H -9.150 6.885 -3.433
H -10.058 6.056 -2.171
H -10.573 5.895 -3.828
H -5.735 4.720 -4.257
H -7.178 4.136 -4.843
C 3.519 3.178 -0.706
C 4.922 2.712 -0.827
C 5.025 1.242 -0.976
O 4.264 0.537 -0.040
C 4.325 -0.934 -0.035
N 5.574 3.342 -2.005
H 2.908 2.508 -0.103
H 3.059 3.384 -1.700
H 3.599 4.178 -0.224
H 5.458 3.031 0.102
H 6.055 0.912 -0.890
H 4.639 1.006 -1.989
H 4.162 -1.396 -1.029
H 3.530 -1.263 0.614
H 5.323 -1.302 0.265
H 5.320 4.313 -2.036
H 6.615 3.263 -2.021
C -2.985 -1.294 -2.995
C -2.692 -1.373 -4.531
C -2.553 0.123 -5.093
O -1.436 0.740 -4.477
C -0.779 1.681 -5.263
N -1.394 -2.014 -4.670
H -3.433 -2.234 -2.739
H -3.684 -0.420 -2.786
H -2.059 -1.184 -2.487
H -3.431 -1.863 -5.190
H -3.526 0.690 -4.977
H -2.323 0.055 -6.179
H -1.398 2.518 -5.729
H -0.203 1.205 -6.043
H -0.069 2.110 -4.582
H -1.049 -2.208 -5.599
H -0.670 -1.588 -4.123
C -4.553 -0.084 7.102
C -4.710 -0.346 5.595
C -3.783 0.510 4.742
O -4.238 0.569 3.419
C -3.587 1.606 2.660
N -4.389 -1.802 5.256
H -5.229 -0.685 7.722
H -4.812 0.910 7.430
H -3.572 -0.249 7.538
H -5.813 -0.162 5.329
H -2.783 0.179 4.732
H -3.815 1.498 5.178
H -3.655 2.576 3.270
H -4.061 1.678 1.730
H -2.527 1.379 2.570
H -4.622 -1.887 4.265
H -5.138 -2.340 5.756

Summary:
energy above the lowest of the compared OMol25 structures with the same formula, charge and spin	0.926	eV
HOMO energy	-8.62	eV
E_LUMO	0.4	eV

***

No. 2
The following is a DFT calculation (ωB97M-V/def2-TZVPD) of a structure of composition C44H127O21V.

Element x y z (Å)
V 2.131 -0.028 2.575
O 3.786 -3.765 1.794
H 4.092 -4.112 2.634
H 2.827 -3.805 1.763
H 4.020 -2.837 1.712
C 0.831 -1.242 -1.019
C 0.601 -0.182 0.073
C -0.488 0.774 -0.329
O 0.509 -0.854 1.301
H 0.854 -0.696 -1.962
H -0.016 -1.928 -1.044
H 1.752 -1.814 -0.908
H 1.516 0.409 0.122
H -1.435 0.236 -0.353
H -0.302 1.168 -1.328
H -0.572 1.582 0.397
C 1.313 4.005 1.469
C 2.498 3.063 1.844
C 3.769 3.919 1.964
O 2.228 2.187 2.906
H 1.370 4.446 0.474
H 1.064 4.825 2.143
H 0.377 3.446 1.443
H 2.592 2.484 0.925
H 4.726 3.399 1.910
H 3.827 4.354 2.962
H 3.775 4.745 1.252
C 2.284 -2.368 6.759
C 1.954 -2.157 5.280
C 0.698 -2.919 4.839
O 1.968 -0.880 4.710
H 2.288 -3.435 6.980
H 1.615 -1.796 7.402
H 3.248 -1.933 7.022
H 2.840 -2.616 4.841
H 0.546 -3.753 5.523
H 0.799 -3.285 3.817
H -0.175 -2.273 4.937
C 5.975 0.454 1.680
C 4.830 -0.321 1.096
C 5.357 -1.023 -0.149
O 4.048 -1.072 1.959
H 6.744 -0.210 2.075
H 5.639 1.036 2.539
H 6.454 1.105 0.949
H 4.226 0.510 0.733
H 5.861 -0.324 -0.815
H 4.513 -1.373 -0.743
H 6.050 -1.835 0.073
C -7.536 -1.031 -0.712
C -6.632 0.247 -0.658
O -7.125 1.200 -1.644
H -8.572 -0.781 -0.485
H -7.130 -1.833 -0.095
H -7.572 -1.522 -1.684
H -5.578 0.027 -0.824
H -6.733 0.729 0.315
H -6.414 1.841 -1.704
C 3.402 -4.801 -1.470
C 4.886 -4.574 -1.521
O 5.484 -5.238 -0.401
H 3.020 -4.383 -0.539
H 3.216 -5.875 -1.479
H 2.915 -4.389 -2.354
H 5.084 -3.505 -1.444
H 5.349 -4.895 -2.454
H 6.433 -5.143 -0.513
C 5.289 2.931 -1.506
C 3.931 3.426 -1.968
O 4.032 3.694 -3.320
H 6.045 3.682 -1.733
H 5.560 2.035 -2.065
H 5.368 2.774 -0.431
H 3.613 4.348 -1.479
H 3.159 2.668 -1.836
H 3.152 3.856 -3.667
C 0.129 -3.872 -3.435
C -0.883 -4.654 -4.311
O -0.368 -5.996 -4.491
H -0.158 -2.826 -3.326
H 1.085 -3.892 -3.960
H 0.327 -4.192 -2.413
H -0.923 -4.126 -5.264
H -1.875 -4.609 -3.863
H -1.065 -6.543 -4.861
C -2.629 -0.750 6.154
C -2.070 -1.890 6.952
O -2.906 -2.101 8.084
H -2.639 0.230 6.631
H -3.632 -0.911 5.759
H -1.923 -0.590 5.339
H -1.062 -1.688 7.314
H -1.977 -2.811 6.376
H -3.097 -3.041 8.125
C 0.181 3.879 -2.213
C 0.742 3.108 -3.395
O 1.435 4.061 -4.121
H -0.361 3.257 -1.501
H -0.442 4.713 -2.536
H 1.029 4.327 -1.696
H -0.085 2.753 -4.008
H 1.365 2.282 -3.052
H 0.803 4.712 -4.434
C 0.892 0.605 -7.655
C -0.206 0.605 -6.507
O -0.644 -0.694 -6.286
H 1.839 0.208 -7.289
H 1.066 1.615 -8.026
H 0.621 0.060 -8.560
H -1.012 1.243 -6.869
H 0.206 1.038 -5.595
H -0.660 -1.227 -7.084
C -1.583 6.086 0.487
C -1.467 6.758 -0.868
O -2.114 8.029 -0.722
H -1.088 6.651 1.277
H -1.143 5.092 0.398
H -2.619 5.999 0.813
H -1.939 6.155 -1.644
H -0.429 6.749 -1.201
H -2.214 8.466 -1.571
C -2.749 0.131 -3.493
C -2.807 -1.393 -3.502
O -2.605 -1.898 -4.781
H -2.890 0.531 -2.489
H -3.522 0.536 -4.147
H -1.795 0.519 -3.851
H -3.760 -1.747 -3.109
H -2.086 -1.690 -2.740
H -1.907 -1.415 -5.230
C -4.442 -4.534 -1.552
C -3.176 -5.011 -0.802
O -3.464 -5.909 0.225
H -4.935 -5.407 -1.979
H -4.197 -3.813 -2.332
H -5.169 -4.081 -0.878
H -2.595 -4.155 -0.461
H -2.530 -5.480 -1.545
H -4.042 -5.488 0.865
C -1.206 2.068 4.423
C -2.330 2.351 3.398
O -3.300 1.387 3.365
H -1.615 1.964 5.428
H -0.442 2.843 4.474
H -0.644 1.159 4.207
H -1.845 2.428 2.425
H -2.861 3.289 3.562
H -2.842 0.556 3.221
C 0.906 -5.985 1.086
C 0.300 -4.585 0.980
O 1.301 -3.606 1.241
H 1.247 -6.251 2.087
H 1.808 -6.009 0.476
H 0.228 -6.789 0.799
H -0.579 -4.391 1.595
H -0.166 -4.439 0.005
H 0.958 -2.712 1.178
C -3.859 -1.196 1.102
C -2.918 -1.895 2.086
O -2.007 -0.915 2.622
H -3.374 -0.758 0.230
H -4.394 -0.325 1.480
H -4.633 -1.889 0.771
H -2.313 -2.679 1.631
H -3.429 -2.204 2.998
H -1.155 -0.935 2.181
C 3.159 -1.292 -3.785
C 3.849 -1.153 -5.154
O 4.668 -2.267 -5.407
H 3.847 -1.460 -2.957
H 2.422 -2.094 -3.751
H 2.674 -0.336 -3.587
H 4.422 -0.227 -5.182
H 3.103 -1.062 -5.945
H 4.077 -2.980 -5.660
C -3.837 2.896 -0.105
C -3.722 3.386 -1.484
O -4.805 2.856 -2.163
H -2.958 3.103 0.505
H -4.047 1.827 -0.146
H -4.658 3.456 0.343
H -2.764 3.053 -1.882
H -3.735 4.474 -1.558
H -4.980 3.349 -2.968
C -1.398 5.963 4.186
C -0.259 6.163 5.173
O -0.062 4.911 5.839
H -1.556 6.926 3.700
H -2.350 5.737 4.667
H -1.186 5.224 3.413
H -0.536 6.881 5.945
H 0.647 6.511 4.676
H -0.733 4.906 6.525

Summary:
HOMO energy (alpha / beta)	-3.65 / -4.63	eV
<S²>	3.755
E_LUMO (alpha / beta)	1.5 / 1.5	eV
total charge	-1
2S+1	4

***

No. 3
The following is a DFT calculation (ωB97M-V/def2-TZVPD) of a structure of composition C44H23N11O4Ti.

Element x y z (Å)
Ti 1.237 0.389 -0.506
C -5.253 0.285 -1.392
C -4.912 0.935 -2.607
C -3.628 1.380 -2.837
C -2.656 1.153 -1.852
C -1.271 1.479 -1.782
N -0.678 2.332 -2.620
C 0.548 2.745 -2.404
C 1.126 3.849 -3.141
C 0.594 4.716 -4.095
C 1.410 5.715 -4.598
C 2.741 5.853 -4.153
C 3.267 4.995 -3.205
C 2.444 3.985 -2.702
C 2.661 2.959 -1.716
N 3.856 2.701 -1.220
C 3.990 1.786 -0.286
N 2.970 1.111 0.375
C 3.547 0.422 1.443
N 2.933 -0.174 2.432
C 1.599 -0.246 2.485
N 0.679 0.082 1.491
C -0.591 -0.170 1.995
N -1.753 -0.079 1.358
C -1.800 0.421 0.131
N -0.741 0.955 -0.603
C -2.991 0.502 -0.648
C -4.306 0.076 -0.409
C -0.479 -0.654 3.336
C -1.437 -1.023 4.294
C -0.999 -1.447 5.531
C 0.385 -1.499 5.835
C 1.332 -1.130 4.903
C 0.896 -0.710 3.637
C 4.981 0.592 1.387
C 6.011 0.077 2.174
C 7.311 0.430 1.859
C 7.586 1.293 0.778
C 6.566 1.808 0.003
C 5.254 1.445 0.314
N 1.488 2.243 -1.519
H -6.275 -0.045 -1.232
H -5.678 1.085 -3.362
H -3.360 1.884 -3.761
H -0.432 4.595 -4.427
H 1.024 6.403 -5.343
H 3.356 6.648 -4.560
H 4.288 5.093 -2.856
H -4.568 -0.409 0.528
H -2.498 -0.969 4.060
H -1.720 -1.740 6.287
H 0.698 -1.827 6.821
H 2.394 -1.166 5.127
H 5.782 -0.588 3.000
H 8.133 0.035 2.445
H 8.615 1.544 0.549
H 6.771 2.469 -0.833
O 2.286 -1.673 -3.740
C 2.036 -1.278 -2.639
O 1.353 -0.187 -2.329
C 2.510 -1.990 -1.342
O 3.110 -3.025 -1.349
O 2.151 -1.287 -0.287
N -7.592 -4.769 3.550
C -6.729 -4.445 2.870
C -5.641 -4.042 1.998
C -5.553 -4.553 0.713
C -4.510 -4.179 -0.115
C -3.558 -3.279 0.339
C -3.647 -2.744 1.618
C -4.682 -3.139 2.448
N -2.503 -2.899 -0.499
C -2.565 -2.617 -1.863
C -1.348 -2.110 -2.172
N -0.530 -2.088 -1.048
C -1.238 -2.578 -0.081
H -6.300 -5.257 0.367
H -4.423 -4.592 -1.112
H -2.922 -1.991 1.928
H -4.766 -2.725 3.446
H -3.473 -2.725 -2.436
H -1.003 -1.715 -3.119
H -0.909 -2.708 0.943

Summary:
energy above the lowest of the compared OMol25 structures with the same formula, charge and spin	0.193	eV
HOMO energy (alpha / beta)	-0.16 / -1.05	eV
<S²>	2.019
E_LUMO (alpha / beta)	3.9 / 3.7	eV
total charge	-2
2S+1	3